Record 1
21
Properties=species:S:1:pos:R:3 method="wB97M-V/def2-TZVPD" lumo_energy_ha=0.0173 e_tot_ev=-10516.1704 homo_ev=-9.22
O 0.739 -4.824 -3.287
O 6.776 1.093 0.989
O 0.533 -1.214 0.824
C -2.583 1.469 0.397
C -2.949 1.109 -0.846
C -3.373 1.071 1.639
C -1.339 2.306 0.515
H 0.288 -0.296 0.753
H -2.879 1.622 2.439
H 0.717 -1.339 -0.117
H 6.830 1.227 1.945
H -0.847 2.392 -0.445
H -3.892 0.791 -1.273
H 1.526 -4.410 -2.906
H -2.289 1.375 -1.672
H 7.298 0.300 0.933
H -0.701 1.788 1.251
H 0.590 -4.048 -3.879
H -3.216 0.002 1.771
H -1.539 3.287 0.950
H -4.425 1.320 1.554

Record 2
22
Properties=species:S:1:pos:R:3 method="wB97M-V/def2-TZVPD" lumo_energy_ha=0.0157 e_tot_ev=-12564.0661 homo_ev=-10.52
O 2.155 0.068 1.616
O -2.677 1.258 0.909
O 0.591 3.028 1.580
O -0.444 -2.238 -2.802
C -0.390 -1.995 -1.369
C 0.948 -0.339 1.004
C -0.481 -0.511 -1.082
C 0.814 0.061 -0.462
H -1.251 -0.241 -0.366
H 0.561 -2.428 -1.041
H -1.892 1.182 0.374
H 0.887 -1.434 1.053
H 0.095 -0.028 1.625
H -0.653 0.063 -1.993
H 2.434 0.900 1.221
H -2.605 0.936 1.807
H 0.821 1.156 -0.487
H 0.534 2.648 2.469
H -1.206 -2.604 -1.024
H -0.217 2.691 1.173
H 1.673 -0.376 -0.967
H 0.301 -1.798 -3.237

Record 3
23
Properties=species:S:1:pos:R:3 method="wB97M-V/def2-TZVPD" lumo_energy_ha=-0.0073 e_tot_ev=-52637.6438 homo_ev=-8.42
S -1.603 2.059 -1.331
S 1.497 -1.405 1.351
S 2.420 -2.917 -1.526
Si 0.994 -1.473 -0.755
Si 0.239 0.177 2.103
C 1.304 0.200 -1.595
C -0.788 -2.089 -1.000
C -1.422 0.438 1.544
C 1.366 1.460 2.916
H 0.949 0.178 -2.622
H 2.362 1.067 3.109
H -1.484 1.351 -0.135
H 2.357 0.467 -1.614
H -2.813 2.490 -0.990
H 0.767 0.996 -1.090
H 1.468 2.315 2.250
H -2.016 -0.407 1.220
H -2.010 1.187 2.055
H 2.130 -2.670 -2.793
H 0.946 1.825 3.848
H -0.850 -2.792 -1.825
H -1.445 -1.252 -1.228
H -1.172 -2.587 -0.111